a.
Below is a cluster of 2 separate species, C7H17N in total, with properties calculated with wB97M-V/def2-TZVPD.

Calculated values
SMILES: CC(C)N.C=CCC
HOMO-LUMO gap in eV: 10.56
Highest occupied orbital energy in Eh: -0.347

```
! RIJCOSX wB97M-V def2-TZVPD def2/J DEFGRID3
* xyz 0 1
C -0.4680 1.4982 -0.6957
C -1.7840 1.2179 0.0125
C -1.6659 1.3807 1.5311
N -2.8628 2.1324 -0.4300
H 0.3448 0.8248 -0.4179
H -0.6188 1.4482 -1.7751
H -0.1068 2.4962 -0.4271
H -2.1036 0.1842 -0.1495
H -2.6664 1.3125 1.9521
H -1.0218 0.6341 1.9779
H -1.2785 2.3765 1.7656
H -2.7803 2.2883 -1.4303
H -2.6056 3.0396 -0.0432
C 1.8075 -0.7582 1.5458
C 2.2741 -1.3408 0.4519
C 1.5957 -2.4949 -0.2309
C 1.2093 -2.1157 -1.6768
H 2.2475 0.0828 2.0670
H 0.8837 -1.0986 2.0050
H 3.1858 -0.9978 -0.0291
H 2.2942 -3.3317 -0.2702
H 0.7015 -2.7850 0.3178
H 2.0932 -1.6973 -2.1641
H 0.8482 -2.9867 -2.2123
H 0.4770 -1.3098 -1.6745
*
```

Löwdin atomic charge list, values in e, 4 entries:
1. C -0.085
2. C -0.513
3. C -0.080
4. N 0.016


b.
Below is a cluster of 2 separate species, C7H17N in total, with properties calculated with wB97M-V/def2-TZVPD.

Calculated values
SMILES: C=CCC.CCCN
HOMO-LUMO gap in eV: 9.88
Highest occupied orbital energy in Eh: -0.326

```
! RIJCOSX wB97M-V def2-TZVPD def2/J DEFGRID3
* xyz 0 1
C 2.7942 0.9942 -0.1851
C 1.7991 0.4782 0.5264
C 1.2474 -1.1927 0.2617
C 1.3432 -1.6080 -1.1873
H 3.4658 1.7232 0.2445
H 2.9002 0.8138 -1.2449
H 1.7678 0.6685 1.5951
H 0.3059 -1.4699 0.7336
H 2.0120 -1.6781 0.8680
H 0.6554 -1.0365 -1.8088
H 1.0937 -2.6652 -1.3054
H 2.3485 -1.4484 -1.5758
C -0.6692 1.8323 -0.1642
C -1.4547 0.5780 -0.3093
C -2.3479 0.2421 0.8943
N -2.9223 -1.0963 0.8895
H -0.2938 2.2459 -1.0974
H -1.1048 2.6155 0.4511
H 0.4063 1.3980 0.3399
H -0.6890 -0.2385 -0.3730
H -2.0333 0.5667 -1.2375
H -3.1699 0.9582 0.9539
H -1.7617 0.3475 1.8111
H -2.1877 -1.7968 0.8503
H -3.5051 -1.2317 0.0692
*
```

Löwdin atomic charge list, values in e, 4 entries:
1. C -0.033
2. C -0.190
3. C -0.185
4. C -0.137


c.
Below is a cluster of 2 separate species, C7H17N in total, with properties calculated with wB97M-V/def2-TZVPD.

Calculated values
SMILES: C=CC(C)C.CNC
HOMO-LUMO gap in eV: 9.36
Highest occupied orbital energy in Eh: -0.304

```
! RIJCOSX wB97M-V def2-TZVPD def2/J DEFGRID3
* xyz 0 1
C 0.5712 -2.0866 -0.0607
C 0.8989 -0.9337 -0.6231
C 1.5800 0.2974 0.1618
C 3.0943 0.1083 0.1310
C 1.1987 1.6294 -0.4778
H 0.3623 -2.9624 -0.6549
H 0.4624 -2.1890 1.0081
H 1.0188 -0.8484 -1.6953
H 1.2500 0.2782 1.2056
H 3.5852 0.9152 0.6747
H 3.4587 0.1156 -0.8951
H 3.3904 -0.8290 0.5981
H 1.5274 1.6620 -1.5155
H 0.1181 1.7592 -0.4608
H 1.6301 2.4572 0.0843
C -2.8539 0.1895 -0.8764
N -1.8064 0.3581 0.1051
C -2.2250 -0.0161 1.4377
H -2.4682 0.3972 -1.8736
H -3.6391 0.9212 -0.6670
H -3.3278 -0.8055 -0.8726
H -0.8410 -0.1236 -0.1233
H -1.3647 0.0324 2.1052
H -2.9731 0.7054 1.7758
H -2.6473 -1.0320 1.5087
*
```

Löwdin atomic charge list, values in e, 4 entries:
1. C 0.000
2. C -0.168
3. C -0.414
4. C -0.090


Tell me which of them is the least stable. Sure, it is b.


a.
Below is a structure of composition C7H17N, with properties calculated with wB97M-V/def2-TZVPD.

Calculated values
HOMO-LUMO gap in eV: 4.97
Highest occupied orbital energy in Eh: -0.235

```
! RIJCOSX wB97M-V def2-TZVPD def2/J DEFGRID3
* xyz 0 1
C -1.4154 0.7465 0.7361
N -0.2441 0.1534 0.1601
C 0.7659 1.0923 -0.0565
C 2.1639 0.3840 -0.4582
C 2.6253 -0.4866 0.7471
C 1.9602 -0.4862 -1.6656
C -2.5562 -0.2965 0.6619
C -3.1139 -0.4490 -0.6542
H -1.8423 1.8168 0.3292
H -1.0512 0.9055 1.8021
H 0.9048 1.6681 0.9681
H -1.9277 -2.6974 2.7089
H 0.5437 1.8193 -0.9192
H 2.7532 1.2142 -0.8395
H 2.8827 0.1118 1.6821
H 3.5123 -1.1221 0.5878
H 1.7285 -1.1318 0.9853
H 1.7529 0.1776 -2.6051
H 2.6730 -1.3655 -1.8879
H 0.9375 -0.9976 -1.4938
H -3.1865 -0.1920 1.5272
H -1.2386 -2.4480 2.4473
H -2.3129 -1.2181 -0.0405
H -2.7523 0.0037 -1.5288
H -4.2475 -0.6457 -0.7075
*
```

Löwdin atomic charge list, values in e, 4 entries:
1. C -0.329
2. N -0.107
3. C -0.310
4. C -0.441


b.
Below is a cluster of 2 separate species, C7H17N in total, with properties calculated with wB97M-V/def2-TZVPD.

Calculated values
HOMO-LUMO gap in eV: 3.39
Highest occupied orbital energy in Eh: -0.217

```
! RIJCOSX wB97M-V def2-TZVPD def2/J DEFGRID3
* xyz 0 1
C 2.7354 0.5248 0.2607
C 4.4264 0.3817 -0.0315
C 2.3184 -0.8635 0.1912
N -2.7050 -0.0218 -0.7777
C -2.2523 -0.9487 -1.7485
C -0.5304 -0.2376 0.4052
C -2.0877 -0.0636 0.4869
C -2.5562 1.2459 1.1681
H 2.7045 1.1234 1.1615
H 2.5129 1.1326 -0.6122
H 4.2219 -0.2658 -0.8820
H 5.0578 1.1578 -0.4550
H 4.8553 -0.1930 0.7772
H 2.4547 -1.3287 -0.7715
H 2.3935 -1.2852 1.1848
H -1.1657 -0.9526 -1.9257
H -2.8248 -0.7608 -2.6523
H -2.4332 -2.0275 -1.5426
H -0.4249 -1.1952 -0.0917
H -0.0463 -0.3084 1.3769
H -0.1577 0.5782 -0.2107
H -2.5254 -0.8603 1.1171
H -3.6286 1.2637 0.9651
H -2.0791 2.1096 0.7119
H -2.5553 1.2590 2.2615
*
```

Löwdin atomic charge list, values in e, 4 entries:
1. C -0.285
2. C -0.062
3. C 0.008
4. N -0.023


Tell me which of them is the least stable. Sure, it is a.


a.
Below is a cluster of 2 separate species, C5H15NO in total, with properties calculated with wB97M-V/def2-TZVPD.

Calculated values
SMILES: CCCN(C)C.O
HOMO-LUMO gap in eV: 9.62
Highest occupied orbital energy in Eh: -0.326

```
! RIJCOSX wB97M-V def2-TZVPD def2/J DEFGRID3
* xyz 0 1
C 1.0993 2.9292 1.3545
C 0.4813 1.5221 1.6209
C 0.2177 0.7488 0.3568
N -0.3810 -0.5094 0.6942
C -1.0533 -0.9584 -0.5414
C 0.6546 -1.4435 1.0570
H 0.4170 3.4867 0.6910
H 2.0995 2.9048 0.8902
H 1.1707 3.4649 2.3160
H 1.2277 0.9251 2.1794
H -0.3771 1.7041 2.2957
H -0.4045 1.3743 -0.3118
H 1.1461 0.4929 -0.1893
H -1.7334 -0.1883 -0.9427
H -1.6519 -1.8355 -0.2430
H -0.3566 -1.2633 -1.3403
H 1.4292 -1.5321 0.2768
H 0.1747 -2.4278 1.1897
H 1.1410 -1.1587 2.0051
O -1.9496 -3.1023 -4.4646
H -2.3402 -2.2199 -4.6574
H -1.0111 -2.9136 -4.2368
*
```

Löwdin atomic charge list, values in e, 4 entries:
1. C -0.116
2. C -0.248
3. C -0.291
4. N -0.279


b.
Below is a cluster of 2 separate species, C5H15NO in total, with properties calculated with wB97M-V/def2-TZVPD.

Calculated values
SMILES: CCC[C@H](C)N.O
HOMO-LUMO gap in eV: 10.33
Highest occupied orbital energy in Eh: -0.346

```
! RIJCOSX wB97M-V def2-TZVPD def2/J DEFGRID3
* xyz 0 1
C 1.6557 1.7850 0.4889
C 0.7468 1.3753 -0.7426
C 0.6844 -0.2003 -0.8009
C -0.3976 -1.0889 -0.0454
C -0.5576 -2.5106 -0.6801
N -1.7135 -0.4084 -0.0452
H 1.4880 1.1557 1.3654
H 2.7294 1.5275 0.1182
H 1.5938 2.8136 0.7880
H 1.3278 1.7076 -1.6424
H -0.2944 1.8998 -0.7557
H 1.7730 -0.5470 -0.5991
H 0.4854 -0.4273 -1.8939
H 0.0109 -1.1195 0.9848
H -0.0646 -3.2927 -0.1833
H -1.7218 -2.8153 -0.5568
H -0.3148 -2.6030 -1.7230
H -2.5356 -0.8152 0.4585
H -1.8631 -0.1860 -1.0564
O -0.5786 1.1991 2.2420
H -1.2292 1.7659 2.6485
H -1.2247 0.7848 1.6304
*
```

Löwdin atomic charge list, values in e, 4 entries:
1. C -0.140
2. C -0.258
3. C -0.189
4. C -0.433


c.
Below is a cluster of 2 separate species, C5H15NO in total, with properties calculated with wB97M-V/def2-TZVPD.

Calculated values
SMILES: CCCCNC.O
HOMO-LUMO gap in eV: 9.60
Highest occupied orbital energy in Eh: -0.317

```
! RIJCOSX wB97M-V def2-TZVPD def2/J DEFGRID3
* xyz 0 1
C 0.6321 2.5253 -0.6564
C -0.2022 1.6038 -1.5655
C 0.4459 0.2702 -1.8891
C 0.4435 -0.7178 -0.7408
N 0.6192 -2.0592 -1.2303
C 0.4306 -3.0945 -0.2201
H 0.0803 3.4699 -0.5150
H 1.5611 2.8251 -1.1583
H 0.8486 2.0324 0.2791
H -1.1774 1.4837 -1.1026
H -0.3233 2.1234 -2.5166
H -0.1813 -0.1788 -2.6757
H 1.4685 0.3188 -2.2512
H 1.2406 -0.4009 -0.0511
H -0.4963 -0.6299 -0.1902
H 1.5596 -2.1575 -1.6077
H 1.1814 -3.8642 -0.3417
H 0.4432 -2.6980 0.7957
H -0.5441 -3.5665 -0.3494
O -2.6059 0.5347 5.8359
H -2.2350 0.9485 6.6391
H -3.1892 1.2315 5.5119
*
```

Löwdin atomic charge list, values in e, 4 entries:
1. C -0.113
2. C -0.271
3. C -0.228
4. C -0.295


d.
Below is a cluster of 2 separate species, C5H15NO in total, with properties calculated with wB97M-V/def2-TZVPD.

Calculated values
SMILES: CCN(C)CC.O
HOMO-LUMO gap in eV: 8.39
Highest occupied orbital energy in Eh: -0.286

```
! RIJCOSX wB97M-V def2-TZVPD def2/J DEFGRID3
* xyz 0 1
C 0.0191 1.5110 0.3303
C 1.3773 1.1645 -0.2559
N 1.1831 -0.1617 -0.8161
C -0.0202 -0.1227 -1.7430
C 1.2707 -1.3185 0.0809
C 0.1053 -1.7290 1.1333
H -0.2113 0.7393 1.0279
H -0.7885 1.5052 -0.4323
H 0.0308 2.4846 0.8104
H 1.6710 1.9986 -0.9226
H 2.0468 1.1333 0.6162
H 0.1485 -0.8501 -2.4845
H -0.9866 -0.3693 -1.2075
H -0.0769 0.8962 -2.1379
H 1.3262 -2.2080 -0.5982
H 2.1775 -1.2201 0.6435
H -0.0940 -2.8310 1.0322
H 0.4401 -1.3946 2.1703
H -0.7241 -1.1571 0.8034
O -2.6262 0.4272 0.8178
H -2.8064 0.8340 -0.0768
H -3.4623 0.6683 1.2085
*
```

Löwdin atomic charge list, values in e, 4 entries:
1. C -0.135
2. C -0.250
3. N -0.230
4. C -0.076


Tell me which of them is the least stable. Sure, it is d.


a.
Below is a cluster of 2 separate species, C5H15NO in total, with properties calculated with wB97M-V/def2-TZVPD.

Calculated values
SMILES: CCCCNC.O
HOMO-LUMO gap in eV: 9.52
Highest occupied orbital energy in Eh: -0.313

```
! RIJCOSX wB97M-V def2-TZVPD def2/J DEFGRID3
* xyz 0 1
C 1.6928 2.0446 -1.0642
C 0.4833 1.4073 -1.6647
C 0.4898 -0.0898 -1.8684
C 0.7348 -0.9144 -0.5897
N 0.1518 -2.2478 -0.6585
C -0.8424 -2.5491 0.3286
H 2.0401 1.5827 -0.1428
H 2.5790 1.9594 -1.7098
H 1.6155 3.1120 -0.8888
H 0.1980 1.9055 -2.6043
H -0.4615 1.7099 -1.2006
H 1.1420 -0.4547 -2.6695
H -0.4890 -0.3656 -2.1959
H 0.2882 -0.3456 0.2369
H 1.8097 -0.9381 -0.3945
H -0.2169 -2.3729 -1.5865
H -0.4265 -2.7993 1.3099
H -1.4327 -3.4392 0.0915
H -1.6133 -1.7846 0.5099
O -2.3896 1.5753 5.2504
H -2.1280 1.0315 5.9953
H -3.2249 1.9728 5.5159
*
```

Löwdin atomic charge list, values in e, 4 entries:
1. C -0.119
2. C -0.294
3. C -0.212
4. C -0.249


b.
Below is a cluster of 2 separate species, C5H15NO in total, with properties calculated with wB97M-V/def2-TZVPD.

Calculated values
SMILES: CC(C)N(C)C.O
HOMO-LUMO gap in eV: 9.43
Highest occupied orbital energy in Eh: -0.317

```
! RIJCOSX wB97M-V def2-TZVPD def2/J DEFGRID3
* xyz 0 1
C -0.2491 0.3850 -1.1757
C 0.1334 -0.4663 0.0265
C 1.4429 -1.2970 -0.2042
N 0.1223 0.3671 1.3166
C -1.2585 0.2041 1.8820
C 0.9232 -0.0330 2.3846
H -1.2905 0.1535 -1.4805
H 0.6879 0.4333 -1.9307
H -0.4321 1.5040 -0.8688
H -0.6950 -1.1737 0.1868
H 1.3647 -1.7397 -1.1913
H 2.2862 -0.6291 -0.0072
H 1.4603 -2.3056 0.5177
H -1.9936 0.5565 1.1560
H -1.5775 -0.8639 2.2366
H -1.4519 0.7637 2.8198
H 0.8483 -1.0234 2.7639
H 0.7290 0.6400 3.3360
H 1.9854 0.3487 2.1360
O -0.8514 1.6566 -4.3369
H -0.4846 1.3829 -5.1949
H -1.6992 1.1364 -4.3722
*
```

Löwdin atomic charge list, values in e, 4 entries:
1. C -0.097
2. C -0.440
3. C -0.077
4. N -0.229


c.
Below is a cluster of 2 separate species, C5H15NO in total, with properties calculated with wB97M-V/def2-TZVPD.

Calculated values
SMILES: CCN(C)CC.O
HOMO-LUMO gap in eV: 8.62
Highest occupied orbital energy in Eh: -0.289

```
! RIJCOSX wB97M-V def2-TZVPD def2/J DEFGRID3
* xyz 0 1
C 0.2440 0.0478 2.6084
C -0.2414 0.6423 1.1816
N -0.4692 -0.3164 0.1042
C -1.8873 -0.8070 0.0036
C 0.2030 -0.3303 -1.1580
C 0.3357 -1.7609 -1.6632
H 0.8560 0.7088 3.2504
H -0.5839 -0.4343 3.1432
H 1.0927 -0.7385 2.3831
H -1.0289 1.2471 1.5995
H 0.5875 1.3121 0.8616
H -1.8840 -1.8932 0.3552
H -2.2424 -0.8326 -1.1137
H -2.5913 -0.4637 0.7308
H 1.1902 0.1317 -1.2244
H -0.4061 0.2994 -1.8949
H 1.0834 -2.2349 -0.8751
H -0.5483 -2.3385 -1.5114
H 0.4261 -1.6371 -2.7272
O 1.6749 3.1106 -1.6136
H 1.8193 3.8093 -1.0270
H 2.3699 2.4783 -1.4129
*
```

Löwdin atomic charge list, values in e, 4 entries:
1. C -0.103
2. C -0.239
3. N -0.234
4. C -0.079


d.
Below is a cluster of 2 separate species, C5H15NO in total, with properties calculated with wB97M-V/def2-TZVPD.

Calculated values
SMILES: CCCN(C)C.O
HOMO-LUMO gap in eV: 9.36
Highest occupied orbital energy in Eh: -0.316

```
! RIJCOSX wB97M-V def2-TZVPD def2/J DEFGRID3
* xyz 0 1
C -1.2184 2.2647 -0.7420
C -0.9640 0.7429 -0.7824
C 0.4169 0.2717 -1.2128
N 1.4513 0.2134 -0.1358
C 0.9296 -0.4625 1.0567
C 2.5320 -0.6214 -0.6480
H -0.8767 2.6346 0.2202
H -0.8276 2.7513 -1.6279
H -2.2959 2.3293 -0.7947
H -1.7145 0.2444 -1.4005
H -1.1914 0.3232 0.1946
H 0.8361 0.9969 -1.9067
H 0.3646 -0.7597 -1.5769
H 1.6942 -0.5069 1.8258
H 0.4279 -1.3950 0.7489
H 0.1083 0.1260 1.4665
H 2.8063 -0.2672 -1.6438
H 3.3505 -0.5784 0.0710
H 2.2744 -1.6856 -0.7906
O -2.7018 -2.3335 2.1796
H -1.9504 -2.0958 2.7351
H -3.4515 -2.1924 2.7636
*
```

Löwdin atomic charge list, values in e, 4 entries:
1. C -0.087
2. C -0.254
3. C -0.217
4. N -0.265


Tell me which of them is the least stable. Sure, it is b.